A molecular structure, H16O8 in a non-equilibrium geometry. Source: the OMol25 dataset; level of theory: the ωB97M-V functional and the def2-TZVPD basis.

Geometry (Å):
O (-4.390, 11.167, 10.758)
H (-4.661, 11.538, 9.918)
H (-5.139, 11.310, 11.336)
O (-3.044, 9.460, 7.809)
H (-3.906, 9.868, 7.723)
H (-3.220, 8.520, 7.773)
O (-2.552, 10.809, 9.573)
H (-2.554, 10.185, 8.847)
H (-3.474, 10.900, 9.813)
O (-2.624, 12.587, 11.562)
H (-1.868, 12.120, 11.917)
H (-3.144, 11.910, 11.130)
O (-0.303, 10.776, 9.854)
H (-0.171, 9.886, 10.183)
H (-1.247, 10.842, 9.712)
O (-4.951, 10.400, 7.550)
H (-4.549, 11.086, 8.082)
H (-5.646, 10.043, 8.103)
O (-1.529, 9.696, 6.377)
H (-1.195, 8.802, 6.456)
H (-2.147, 9.787, 7.102)
O (-4.499, 11.924, 9.004)
H (-5.116, 12.546, 8.620)
H (-3.641, 12.216, 8.696)

Computed properties:
energy above the lowest of the compared OMol25 structures with the same formula, charge and spin: 291.6 kcal per mole
frontier orbital gap: 8.6 eV
LUMO level: -0.02961 Ha

***

A single C7H15NOS molecule in a non-equilibrium geometry. Source: the OMol25 dataset; level of theory: the ωB97M-V functional and the def2-TZVPD basis.

Geometry (Å):
C (-2.548, -0.209, 0.874)
C (-3.002, -1.099, -0.279)
C (-1.573, -0.752, -0.079)
C (1.602, -0.899, 0.116)
C (1.877, 1.487, -0.673)
C (0.351, 1.002, 1.271)
C (0.943, 0.443, -0.008)
N (2.307, -1.383, -1.117)
O (-1.182, 1.572, -1.214)
S (-0.530, 0.252, -1.195)
H (-2.604, 0.848, 0.880)
H (-2.625, -0.418, 1.955)
H (-3.294, -2.090, 0.011)
H (-3.434, -0.622, -1.057)
H (-1.022, -1.672, 0.251)
H (2.366, -0.683, 0.856)
H (0.984, -1.716, 0.408)
H (2.968, -0.663, -1.486)
H (2.505, 1.040, -1.373)
H (2.465, 2.061, 0.105)
H (1.203, 2.185, -1.154)
H (-0.374, 1.733, 1.005)
H (-0.155, 0.102, 1.603)
H (1.016, 1.426, 2.043)
H (1.759, -1.947, -1.741)

Computed properties:
energy above the lowest of the compared OMol25 structures with the same formula, charge and spin: 90.0 kcal per mole
frontier orbital gap: 9.4 eV
LUMO level: 0.02691 Ha

***

A single C10H10N2 molecule in a non-equilibrium geometry. Source: the OMol25 dataset; level of theory: the ωB97M-V functional and the def2-TZVPD basis.

Geometry (Å):
C (-2.221, -1.186, -0.124)
C (-1.010, -0.418, -0.787)
C (-0.875, -0.814, -2.169)
N (-0.874, -1.005, -3.295)
C (-1.084, 1.139, -0.748)
C (0.381, 1.641, -0.514)
C (1.109, 0.457, 0.031)
C (2.313, 0.409, 0.673)
C (2.808, -0.841, 0.996)
C (2.163, -2.008, 0.685)
N (0.962, -1.956, 0.191)
C (0.383, -0.743, -0.142)
H (-2.105, -1.403, 1.030)
H (-2.292, -2.252, -0.554)
H (-3.061, -0.594, -0.410)
H (-1.718, 1.363, 0.187)
H (-1.626, 1.536, -1.614)
H (0.283, 2.472, 0.178)
H (0.880, 1.983, -1.501)
H (2.853, 1.376, 0.710)
H (3.732, -0.923, 1.732)
H (2.793, -2.979, 0.673)

Computed properties:
energy above the lowest of the compared OMol25 structures with the same formula, charge and spin: 49.8 kcal per mole
frontier orbital gap: 10.1 eV
LUMO level: 0.02432 Ha